1.
# C73H207N17O22

A 22-piece molecular cluster, C73H207N17O22 overall in a non-equilibrium geometry (ωB97M-V/def2-TZVPD, OMol25).

Positions of all 319 atoms, in Å:
C 1.5705 -2.2777 -6.9173
C 2.7278 -1.3657 -6.5429
C 3.1145 -1.4145 -5.0633
O 1.9987 -1.3688 -4.1796
C 1.3290 -0.0773 -4.1903
N 3.9272 -1.7175 -7.3909
H 1.8658 -3.3245 -6.8463
H 1.3253 -2.0873 -7.9621
H 0.6567 -2.0517 -6.3677
H 2.2758 -0.3904 -6.7232
H 3.7087 -0.5190 -4.8813
H 3.7290 -2.2974 -4.8873
H 2.0745 0.7072 -4.0611
H 0.5700 -0.0509 -3.4084
H 0.8643 0.1623 -5.1467
H 3.5743 -1.8175 -8.3320
H 4.3484 -2.6148 -7.1971
C -3.2704 -5.0032 1.9941
C -3.1930 -4.5729 0.5318
C -4.1880 -3.3697 0.3486
O -5.5292 -3.8199 0.5320
C -6.4424 -2.7795 0.1384
N -1.7995 -4.2447 0.2473
H -4.3135 -4.9916 2.3102
H -2.7831 -4.2310 2.5893
H -2.8467 -5.9903 2.1795
H -3.5261 -5.4478 -0.0264
H -4.0510 -2.9363 -0.6421
H -4.0167 -2.5188 1.0080
H -6.2521 -1.8918 0.7416
H -7.5007 -2.9876 0.2959
H -6.4342 -2.4770 -0.9088
H -1.4953 -3.4738 0.8245
H -1.2886 -5.0121 0.6598
C -0.3011 1.9165 3.6961
C -1.3799 1.7794 4.8003
C -1.8044 0.2687 5.0676
O -2.4479 -0.3366 3.9163
C -2.9355 -1.5878 4.2865
N -0.8978 2.3928 6.0311
H -0.7973 1.5802 2.7857
H 0.5270 1.2372 3.8985
H 0.0743 2.9217 3.5041
H -2.2922 2.3028 4.5145
H -2.5026 0.1979 5.9016
H -0.8505 -0.2371 5.2173
H -3.6728 -1.5471 5.0883
H -2.1123 -2.2894 4.4215
H -3.2919 -2.0503 3.3661
H -0.5631 3.3006 5.7411
H -1.6817 2.6192 6.6265
C 4.4964 -3.5276 -0.9155
C 5.6356 -3.0005 -1.6954
C 5.6589 -1.4767 -1.8543
O 6.7751 -1.1997 -2.7393
C 6.7702 0.1550 -3.2210
N 6.8692 -3.4671 -1.0457
H 4.5339 -2.9385 0.0008
H 4.5882 -4.5585 -0.5736
H 3.4828 -3.4937 -1.3150
H 5.5746 -3.4865 -2.6692
H 5.8279 -0.9974 -0.8901
H 4.7126 -1.1981 -2.3180
H 7.7707 0.3674 -3.5979
H 6.5802 0.8765 -2.4263
H 5.9754 0.3386 -3.9439
H 6.9736 -4.4703 -1.0993
H 7.5688 -3.1047 -1.6776
C 1.3325 -8.7514 -5.2393
C 2.4462 -8.4348 -4.2384
C 2.0085 -7.3475 -3.2335
O 1.4960 -6.1761 -3.8380
C 2.5963 -5.3103 -4.1024
N 2.9301 -9.6483 -3.6377
H 0.4428 -9.2597 -4.8676
H 1.7642 -9.3638 -6.0309
H 1.0270 -7.7747 -5.6145
H 3.2983 -8.1072 -4.8341
H 2.7388 -7.1349 -2.4528
H 1.1692 -7.6802 -2.6227
H 2.2239 -4.5325 -4.7690
H 3.3835 -5.7787 -4.6932
H 3.0069 -4.8802 -3.1888
H 2.1690 -9.9024 -3.0242
H 3.6061 -9.4296 -2.9198
C 0.8034 5.6265 -6.1057
C -0.5883 4.9588 -6.0015
C -0.5304 3.5153 -5.4749
O -1.8371 2.9490 -5.6556
C -1.9037 1.5805 -5.2327
N -1.4227 5.7522 -5.1193
H 1.4631 5.0636 -6.7660
H 1.2608 5.4982 -5.1247
H 1.0143 6.6464 -6.4274
H -1.0488 4.9266 -6.9890
H -0.0994 3.4859 -4.4741
H 0.1884 2.9881 -6.1022
H -2.8466 1.0554 -5.3854
H -1.6549 1.5061 -4.1740
H -1.2006 0.9721 -5.8014
H -2.2803 5.2323 -4.9996
H -1.7557 6.6122 -5.5310
C -4.6994 -1.4188 -5.9088
C -3.5972 -1.8410 -4.9315
C -4.0271 -1.5315 -3.5037
O -4.0654 -0.1299 -3.1404
C -4.2311 0.0826 -1.7536
N -3.4772 -3.2653 -5.1066
H -5.1917 -0.5435 -5.4850
H -5.4897 -2.1609 -6.0215
H -4.2533 -1.2570 -6.8901
H -2.6552 -1.3347 -5.1423
H -3.2573 -1.9814 -2.8767
H -4.9593 -1.9562 -3.1313
H -4.2295 1.1179 -1.4127
H -3.5076 -0.4505 -1.1369
H -5.2076 -0.2575 -1.4090
H -4.3645 -3.6956 -4.8886
H -2.8794 -3.5806 -4.3560
C -1.1777 -2.2287 12.0741
C -0.7091 -3.4147 11.2988
C -0.6191 -3.2338 9.8319
O -1.8913 -3.1302 9.1506
C -1.6710 -2.9435 7.7504
N 0.6180 -3.7227 11.8266
H -1.2669 -2.4254 13.1425
H -2.1972 -1.9783 11.7806
H -0.5399 -1.3509 11.9710
H -1.2417 -4.3229 11.5810
H 0.0242 -3.9707 9.3511
H -0.0554 -2.3043 9.7511
H -1.2190 -3.7936 7.2394
H -1.0813 -2.0379 7.6082
H -2.6872 -2.8368 7.3709
H 0.3821 -4.0457 12.7540
H 1.1015 -2.8469 11.9656
C -1.9500 4.4758 0.0571
C -1.6489 5.9338 -0.2596
C -0.6767 6.1889 -1.3726
O -0.3727 7.5942 -1.2830
C 0.4730 8.0586 -2.2763
N -2.9025 6.5710 -0.5737
H -2.6159 4.3831 0.9151
H -1.0400 3.9052 0.2426
H -2.4437 3.9997 -0.7900
H -1.2396 6.3789 0.6473
H -1.0140 5.8868 -2.3641
H 0.2190 5.5726 -1.2958
H 0.6762 9.1114 -2.0805
H 0.0298 7.8997 -3.2594
H 1.4111 7.5233 -2.1298
H -2.5312 7.4857 -0.7873
H -3.1388 6.1778 -1.4735
C 3.4147 -1.3576 4.3194
C 2.2149 -1.0111 5.2458
C 1.5704 -2.3941 5.6190
O 1.0237 -3.0667 4.5025
C 0.2547 -4.2425 4.7322
N 2.6599 -0.3887 6.4704
H 4.1266 -2.0719 4.7330
H 4.0051 -0.4606 4.1328
H 2.9584 -1.6130 3.3629
H 1.4762 -0.4598 4.6639
H 0.7644 -2.2464 6.3378
H 2.2996 -3.0543 6.0887
H -0.7773 -4.0626 5.0335
H 0.7055 -4.8205 5.5388
H 0.1685 -4.8242 3.8144
H 1.8749 -0.2457 7.0897
H 3.3253 -0.9667 6.9635
C -6.2266 -3.0989 3.5903
C -7.4642 -2.1667 3.3945
C -8.8550 -2.8351 3.7109
O -9.2317 -3.7641 2.6727
C -10.3121 -4.6168 2.9818
N -7.3101 -1.0394 4.3014
H -6.0474 -3.3357 4.6391
H -5.3021 -2.6988 3.1738
H -6.4047 -4.0370 3.0646
H -7.5315 -1.8313 2.3595
H -9.6543 -2.0942 3.6933
H -8.8347 -3.3855 4.6515
H -10.1170 -5.1402 3.9178
H -10.5094 -5.3207 2.1733
H -11.2417 -4.0488 3.0190
H -7.9841 -0.3266 4.0612
H -6.4901 -0.5433 3.9828
C 7.1400 2.4050 2.2464
C 7.0283 3.0597 0.8404
C 5.5657 3.1723 0.3096
O 5.1391 1.7767 0.2704
C 3.7309 1.6886 -0.1102
N 7.6505 4.3704 0.9969
H 6.6548 2.9939 3.0248
H 8.2026 2.3680 2.4865
H 6.7155 1.4053 2.3387
H 7.5839 2.3788 0.1956
H 5.4945 3.6251 -0.6793
H 4.8310 3.6810 0.9337
H 3.6276 2.1661 -1.0846
H 3.0483 2.2230 0.5506
H 3.4846 0.6329 -0.2234
H 7.4105 4.7369 1.9069
H 8.6213 4.3634 1.2754
C -5.9582 7.9051 -1.6925
C -5.2653 7.7254 -3.0582
C -5.2248 6.2751 -3.5270
O -4.2151 5.4964 -2.8472
C -4.2398 4.1155 -3.2424
N -5.9804 8.5749 -3.9831
H -5.4234 7.3359 -0.9323
H -6.9930 7.5632 -1.7095
H -5.9599 8.9265 -1.3119
H -4.2517 8.1163 -2.9688
H -4.9663 6.1615 -4.5798
H -6.2429 5.9112 -3.3887
H -5.1798 3.6334 -2.9739
H -3.4205 3.6076 -2.7336
H -4.0821 3.9629 -4.3101
H -6.9635 8.3528 -3.9170
H -5.7246 8.3621 -4.9367
C 2.9521 6.0794 0.3504
C 2.1626 6.4157 1.6043
C 2.4984 5.4187 2.7659
O 2.4977 4.0259 2.3162
C 3.0034 3.1735 3.3235
N 2.3201 7.8350 1.9468
H 2.5004 6.4705 -0.5613
H 3.0184 5.0027 0.1944
H 3.9477 6.5224 0.3276
H 1.1167 6.2910 1.3237
H 1.7188 5.6055 3.5044
H 3.4934 5.6377 3.1534
H 4.0928 3.1978 3.3505
H 2.9005 2.1304 3.0243
H 2.5182 3.2867 4.2929
H 3.3000 8.0414 2.0785
H 2.1043 8.3840 1.1270
C 1.1402 -2.2213 0.6242
C 0.2171 -1.2488 1.3922
C -0.6318 -0.3876 0.4565
O 0.2309 0.3908 -0.3699
C -0.4658 1.2307 -1.2793
N -0.5729 -2.0950 2.2710
H 1.8231 -2.7266 1.3071
H 1.7342 -1.6505 -0.0895
H 0.6084 -2.9536 0.0167
H 0.8743 -0.5466 1.9050
H -1.3214 0.2595 0.9985
H -1.2939 -1.0495 -0.1017
H -1.0993 1.9320 -0.7361
H -1.2086 0.6895 -1.8655
H 0.2250 1.8779 -1.8197
H -1.1213 -1.4988 2.8743
H 0.0504 -2.5445 2.9264
C 5.4354 5.0497 -6.4173
C 5.8477 4.2822 -5.1331
C 4.5781 3.7284 -4.3798
O 3.7955 4.8184 -3.9073
C 2.7433 4.4387 -3.0658
N 6.7366 3.2071 -5.5552
H 4.9184 5.9528 -6.0928
H 4.8478 4.3885 -7.0542
H 6.3710 5.3953 -6.8571
H 6.3478 5.0289 -4.5163
H 4.8859 3.1158 -3.5324
H 3.8816 3.1454 -4.9825
H 2.2857 3.5206 -3.4342
H 2.0026 5.2371 -3.0228
H 3.1875 4.2335 -2.0918
H 7.2189 3.4982 -6.3935
H 6.1628 2.4777 -5.9536
C -6.5736 4.6103 0.3274
C -6.8101 3.0947 0.4480
C -6.0112 2.3426 1.5792
O -4.6336 2.4803 1.3464
C -3.8697 1.4483 1.9810
N -8.2575 2.9312 0.5307
H -7.1949 5.1227 -0.4072
H -5.5348 4.6390 -0.0013
H -6.6957 5.0557 1.3148
H -6.5196 2.6263 -0.4924
H -6.3466 1.3058 1.5530
H -6.2292 2.8055 2.5417
H -4.1018 0.4823 1.5326
H -4.0330 1.4161 3.0582
H -2.8662 1.7656 1.6973
H -8.8026 3.2184 -0.2696
H -8.7055 3.5467 1.1945
C 3.7983 -4.9693 3.0514
O 3.1345 -6.0843 2.4575
H 4.7748 -5.2421 3.4515
H 3.9343 -4.2341 2.2583
H 3.2484 -4.4836 3.8575
H 2.7207 -6.5817 3.1667
C 7.3445 -1.2124 1.8288
O 7.8496 -2.4114 1.2642
H 8.0011 -1.0057 2.6739
H 7.4214 -0.3662 1.1459
H 6.3145 -1.3166 2.1699
H 7.4827 -2.5195 0.3837
C 6.9442 -5.7750 1.6491
O 7.9067 -5.0169 2.3943
H 6.4689 -6.5710 2.2223
H 6.1064 -5.1270 1.3915
H 7.3172 -6.2273 0.7303
H 7.9825 -4.1850 1.9213
C 0.4428 -6.4690 -0.0308
O 0.3656 -6.1478 1.4088
H 1.0822 -7.3238 -0.2514
H -0.5271 -6.7528 -0.4392
H 0.7001 -5.5785 -0.6043
H 1.2732 -6.0599 1.7088
C -0.6576 -3.4248 -2.7681
O -1.8498 -4.1063 -2.4840
H -0.5405 -3.5371 -3.8460
H -0.8099 -2.3706 -2.5365
H 0.1722 -3.8860 -2.2327
H -1.8907 -4.1488 -1.5258

***

2.
# C73H54AsF15GeN6O2S2Si2TaTe

C73H54AsF15GeN6O2S2Si2TaTe as an isolated structure in a non-equilibrium geometry (ωB97M-V/def2-TZVPD, OMol25).

As for the charge: +3.

Positions of all 158 atoms, in Å:
Ta 0.2210 -1.0123 -0.2729
C 2.2084 9.4263 8.7804
O 0.9664 8.9139 8.3139
C 0.9656 7.9343 7.4025
C -0.3042 7.5116 6.9758
C -0.4180 6.5087 6.0474
C 0.7230 5.8934 5.5136
C 1.9812 6.3195 5.9405
C 2.1122 7.3279 6.8748
C 0.6342 4.8260 4.5411
N 1.6643 4.2172 3.9676
C 1.1155 3.2908 3.1511
C -0.2750 3.3183 3.2104
N -0.5634 4.3126 4.1060
C -1.0943 2.4483 2.4494
C -2.4971 2.4579 2.4123
C -3.1596 1.5716 1.5987
C -2.4279 0.6617 0.8372
N -1.0976 0.6089 0.8612
C -0.4281 1.5007 1.6313
C 1.0080 1.4748 1.5515
N 1.5658 0.5539 0.7280
C 2.8849 0.4730 0.6456
C 3.7357 1.3286 1.3508
C 3.1905 2.2798 2.1828
C 1.7939 2.3609 2.3018
H 1.9531 10.2258 9.4720
H 2.7952 9.8295 7.9533
H 2.7723 8.6524 9.3047
H -1.1734 7.9940 7.3930
H -1.4126 6.2168 5.7400
H 2.8617 5.8477 5.5334
H 3.0946 7.6339 7.1893
H -1.4717 4.6127 4.4249
H -3.0535 3.1666 3.0069
H -4.2345 1.5714 1.5388
H -2.9384 -0.0305 0.1792
H 3.2910 -0.3034 0.0072
H 4.8033 1.2288 1.2294
H 3.8023 2.9617 2.7526
S -1.2585 1.5703 -2.0244
C -2.3326 0.8719 -3.2497
C -3.0598 1.7966 -3.9884
C -4.0185 1.3688 -4.8930
C -4.2283 0.0143 -5.0781
C -3.5022 -0.9120 -4.3417
C -2.5626 -0.5004 -3.3992
As -1.4815 -1.8135 -2.4563
C -0.1187 -2.1554 -3.8176
C -0.3617 -1.8021 -5.1429
C 0.5101 -2.1702 -6.1538
C 1.6456 -2.9065 -5.8518
C 1.9286 -3.2307 -4.5370
C 1.0546 -2.8436 -3.5272
C -2.4923 -3.4751 -2.5866
C -1.7932 -4.6624 -2.7871
C -2.4848 -5.8630 -2.8873
C -3.8668 -5.8847 -2.7984
C -4.5681 -4.7026 -2.6014
C -3.8858 -3.5014 -2.4843
H -2.8755 2.8494 -3.8454
H -4.5825 2.0906 -5.4619
H -4.9521 -0.3296 -5.8004
H -3.6663 -1.9677 -4.5216
H -1.2520 -1.2400 -5.4021
H 0.2956 -1.8915 -7.1734
H 2.3209 -3.2162 -6.6344
H 2.8282 -3.7763 -4.2925
H 2.3449 -3.5014 -2.0662
H -0.7118 -4.6707 -2.8699
H -1.9374 -6.7787 -3.0488
H -4.4000 -6.8186 -2.8928
H -5.6466 -4.7141 -2.5455
H -4.4530 -2.5896 -2.3398
O 1.0435 -2.3149 -1.2436
N 1.3644 -3.2570 -2.2045
C -0.3957 -4.5227 4.2051
Si -1.1871 -5.4574 2.7792
C -3.0389 -5.5161 3.0176
C -0.4367 -7.1460 2.4936
C -0.9181 -4.4586 1.1694
Te -1.5564 -2.4420 1.3941
C -3.4830 -2.6301 0.5070
Si -5.0832 -2.1663 1.4829
C -4.6858 -1.5105 3.1969
C -6.1575 -3.6886 1.5440
C -5.9200 -0.8584 0.4216
H 0.3254 -5.1443 4.7312
H -1.1554 -4.2318 4.9275
H 0.1279 -3.6130 3.8974
H -3.2996 -5.9927 3.9593
H -3.5377 -6.0620 2.2191
H -3.4516 -4.5046 3.0545
H -0.1172 -7.5861 3.4343
H 0.4290 -7.1125 1.8335
H -1.1596 -7.8251 2.0471
H -1.4932 -4.8648 0.3336
H 0.1298 -4.4044 0.8809
H -3.5420 -3.6644 0.1636
H -3.4583 -2.0014 -0.3910
H -4.9041 -2.2606 3.9523
H -5.2984 -0.6428 3.4292
H -3.6381 -1.2166 3.3243
H -5.6997 -4.4947 2.1085
H -6.3737 -4.0580 0.5434
H -7.1089 -3.4588 2.0165
H -5.4886 0.1340 0.5293
H -6.9695 -0.7765 0.6935
H -5.8881 -1.1190 -0.6359
N 6.5011 -5.8151 5.8368
C 5.7172 -5.2538 5.2221
C 4.7400 -4.5517 4.4439
C 4.8084 -3.1628 4.3404
C 3.8758 -2.4910 3.5772
C 2.8706 -3.2010 2.9148
C 2.8048 -4.5913 3.0298
C 3.7354 -5.2657 3.7924
C 1.9320 -2.5024 2.1049
C 1.1205 -1.8989 1.4259
H 5.5854 -2.6249 4.8612
H 3.9138 -1.4137 3.4993
H 2.0237 -5.1405 2.5206
H 3.6932 -6.3384 3.8898
F 3.1871 2.8385 -6.1229
C 3.5556 1.6171 -5.7329
C 2.9972 1.0975 -4.5784
C 3.4335 -0.1458 -4.1607
F 2.9480 -0.6763 -3.0147
C 4.3767 -0.8733 -4.8705
F 4.7818 -2.0656 -4.4429
C 4.9039 -0.3376 -6.0438
F 5.7958 -1.0238 -6.7363
C 4.4931 0.9206 -6.4838
F 4.9991 1.4336 -7.5888
Ge 1.8415 2.2434 -3.5290
S 0.5839 0.6854 -2.2906
C 3.0256 3.3788 -2.4874
C 3.2271 4.7349 -2.7197
F 2.4974 5.3873 -3.6188
C 4.2242 5.4515 -2.0668
F 4.3902 6.7382 -2.3066
C 5.0567 4.8003 -1.1593
F 6.0018 5.4670 -0.5287
C 4.8982 3.4354 -0.9306
F 5.6988 2.7985 -0.0855
C 3.9002 2.7604 -1.6079
F 3.7850 1.4259 -1.4224
C 0.4216 3.1522 -4.4569
C 0.0793 2.8328 -5.7620
F 0.6424 1.7708 -6.3532
C -0.8468 3.5766 -6.4808
F -1.1606 3.2500 -7.7234
C -1.4659 4.6626 -5.8666
F -2.3670 5.3669 -6.5272
C -1.1752 4.9784 -4.5391
F -1.8044 5.9772 -3.9417
C -0.2433 4.2133 -3.8572
F -0.0093 4.4872 -2.5640

***

Looking at orbital gap for the records above, in order, we have 9.36; 4.76 eV.
Looking at relative energy (zero: lowest compared OMol25 entry of this formula, charge and spin) for the records above, in order, we have 412.2; 252.0 kJ/mol.